A cluster of 11 separate species, C37H73BFNO23S5 in total, computed with ωB97M-V/def2-TZVPD.

## Properties
- HOMO level (eV) = -8.5
- electronic energy (hartree) = -5354.296809
- multiplicity = 1
- strongest force on any atom (eV/Å) = 6.28

Cartesian coordinates (Å):
C1 -0.5785 -2.0680 1.5800
C2 0.2628 -0.9882 2.1704
N1 1.4498 -0.5155 1.2157
C3 2.2740 -1.7357 0.6835
C4 0.8514 0.1963 -0.0749
C5 1.8332 0.8765 -1.0709
C6 2.4557 0.4600 1.9121
C7 1.9800 1.9673 2.2158
O1 0.8659 1.6975 3.0274
C8 0.3691 2.9380 3.5896
H1 -1.1245 -2.4771 2.4301
H2 -0.2025 -2.9268 1.0239
H3 -1.2754 -1.6377 0.8608
H4 0.6748 -1.2272 3.1509
H5 -0.3392 -0.1049 2.3838
H6 2.5545 -2.2791 1.5858
H7 3.1855 -1.3739 0.2077
H8 1.6462 -2.3918 0.0806
H9 0.1915 0.9237 0.3978
H10 0.2888 -0.5791 -0.5950
H11 1.4585 1.2683 -2.0165
H12 2.6491 0.1671 -1.2095
H13 2.2252 1.7705 -0.5860
H14 3.4375 0.5063 1.4410
H15 2.6207 -0.0792 2.8450
H16 1.7783 2.5388 1.3099
H17 2.8283 2.4967 2.6496
H18 -0.1023 3.5385 2.8116
H19 1.3098 3.3472 3.9581
H20 -0.2930 2.7583 4.4366
O2 -2.5715 -5.3462 8.7185
C9 -1.5350 -4.8393 8.3026
O3 -0.8962 -3.8847 8.8848
B1 0.2679 -3.5663 8.1193
O4 0.3517 -4.5662 6.9808
C10 -0.6995 -5.2233 7.0501
O5 -1.0486 -5.9566 6.1237
O6 1.4710 -3.6000 9.0496
C11 2.0087 -2.4434 9.1092
O7 3.0097 -2.1796 9.8010
C12 1.1552 -1.4253 8.2105
O8 0.2501 -2.1689 7.6170
O9 1.2838 -0.2216 8.1400
F1 -8.4747 -2.2549 0.0594
C13 -7.6685 -2.0136 1.1722
C14 -7.2963 -0.6954 1.5170
C15 -6.4958 -0.5079 2.6667
C16 -5.9774 -1.6107 3.3078
C17 -6.2220 -2.8547 2.8297
C18 -7.0403 -3.1072 1.7435
H21 -7.7390 0.1125 0.9533
H22 -6.3749 0.5081 3.0122
H23 -5.3607 -1.5165 4.1894
H24 -5.8079 -3.6786 3.3919
H25 -7.2847 -4.0393 1.2557
C19 3.9007 -0.9757 -7.0337
S1 3.1742 -2.5759 -6.4979
O10 3.6417 -2.9224 -5.1226
C20 1.3237 -2.3161 -6.3864
H26 3.4434 -0.2303 -6.3831
H27 3.7052 -0.7779 -8.0877
H28 4.9661 -0.8881 -6.8206
H29 0.7361 -2.2373 -7.3010
H30 1.0656 -1.4746 -5.7434
H31 1.0734 -3.2453 -5.8746
C21 6.7922 3.9792 -3.9288
S2 8.0100 2.8889 -3.0274
O11 7.2145 1.5926 -2.8564
C22 9.2774 2.6862 -4.3423
H32 6.4594 3.7119 -4.9318
H33 7.1943 4.9804 -4.0839
H34 5.9698 4.0402 -3.2160
H35 9.6838 3.6777 -4.5419
H36 8.9729 2.3648 -5.3383
H37 10.0195 1.9962 -3.9405
C23 9.0385 -5.1196 -2.3900
S3 10.8215 -5.2289 -1.8658
O12 10.8104 -5.1693 -0.3115
C24 11.4957 -6.8146 -2.5676
H38 8.5997 -4.1798 -2.0548
H39 8.5294 -6.0444 -2.1188
H40 9.0392 -5.0953 -3.4797
H41 12.5392 -6.9217 -2.2712
H42 11.4566 -6.8528 -3.6562
H43 10.9114 -7.6052 -2.0967
C25 3.0254 9.4121 -1.7565
S4 1.4396 8.4353 -1.6508
O13 1.7985 6.8870 -1.4627
C26 0.9319 8.9685 0.0612
H44 3.7644 9.3288 -0.9596
H45 2.7048 10.4532 -1.7209
H46 3.5536 9.1820 -2.6818
H47 -0.0431 9.4545 0.0964
H48 1.5514 9.6236 0.6737
H49 0.6506 8.0668 0.6052
C27 -0.8283 4.4804 -6.4709
S5 -1.5396 5.5805 -7.7385
O14 -2.8382 4.8437 -8.0464
C28 -2.1031 6.9666 -6.5230
H50 0.0338 4.9876 -6.0377
H51 -0.5559 3.5594 -6.9863
H52 -1.6858 4.3572 -5.8093
H53 -2.5881 6.6009 -5.6179
H54 -2.7551 7.6372 -7.0827
H55 -1.3436 7.7192 -6.3117
C29 -8.4631 4.8973 7.0741
O15 -7.8466 6.0841 6.5931
C30 -6.6303 6.1632 6.3038
O16 -5.8143 5.2968 6.3033
O17 -6.3773 7.5366 5.9381
C31 -5.1016 7.7196 5.4360
H56 -8.3974 4.8474 8.1610
H57 -8.1293 3.9907 6.5693
H58 -9.5386 5.0739 7.0869
H59 -4.3625 7.2382 6.0765
H60 -4.7924 8.7569 5.3076
H61 -5.0285 7.1990 4.4812
C32 -3.7819 -9.7584 1.8592
O18 -3.5895 -8.8162 0.7930
C33 -2.5050 -8.7783 -0.0359
O19 -2.4626 -8.1745 -1.1052
O20 -1.5086 -9.4603 0.4581
C34 -0.1820 -9.4981 -0.1381
H62 -3.5451 -10.8090 1.6916
H63 -4.8405 -9.6654 2.1017
H64 -3.1697 -9.3814 2.6784
H65 -0.4320 -9.9102 -1.1158
H66 0.4024 -10.1688 0.4917
H67 0.1405 -8.4648 -0.2665
C35 -6.0069 1.4001 -5.4341
O21 -5.6570 0.1297 -4.8342
C36 -4.8028 0.1461 -3.7223
O22 -4.4020 1.1374 -3.1242
O23 -4.5815 -1.1625 -3.2834
C37 -4.8957 -2.3588 -3.9603
H68 -6.3530 1.1894 -6.4460
H69 -5.0935 1.9927 -5.3819
H70 -6.7586 2.0039 -4.9257
H71 -4.2258 -2.7132 -4.7438
H72 -5.7982 -2.2958 -4.5682
H73 -5.0882 -3.1622 -3.2492

Force components x, y, z for each atom (eV/Å):
C -1.09 -0.30 -0.52
C 1.46 0.83 -0.59
N 0.92 0.73 -2.19
C -0.58 0.77 1.76
C -0.41 0.08 0.52
C 0.58 -0.28 1.91
C -0.40 0.53 0.55
C -0.03 -3.53 -0.71
O -0.56 1.35 0.13
C 1.09 -0.70 0.08
H -0.32 -0.05 -0.18
H 0.85 0.10 0.48
H -0.34 0.08 0.25
H 0.57 -0.29 -0.30
H 0.16 0.00 -0.40
H 0.13 -0.13 -0.08
H -0.38 -0.06 -0.19
H 0.17 0.43 -0.14
H -0.26 -0.03 -0.40
H -0.16 0.09 0.25
H -0.59 -0.74 0.12
H 0.14 0.30 -0.56
H 0.33 -0.10 0.00
H -0.34 -0.39 -0.72
H 0.04 0.51 0.31
H -0.53 -0.09 -0.18
H -0.01 -0.14 0.78
H 0.02 0.16 0.11
H -0.46 1.03 0.30
H -0.02 -0.25 -0.30
O 1.91 0.82 -1.20
C -2.72 -2.52 0.54
O 0.31 1.08 0.53
B 2.06 0.71 0.26
O 3.31 3.58 1.92
C -4.15 -3.57 -3.08
O -0.21 0.40 1.77
O -1.55 -1.47 -1.31
C 3.15 2.44 1.96
O -2.54 -0.15 -2.00
C 1.00 0.62 1.03
O -0.47 -0.37 -0.43
O -0.10 -1.51 -0.17
F 0.75 0.54 1.34
C 1.04 0.75 -1.15
C -0.79 -1.14 0.56
C -1.10 0.28 -1.47
C 0.37 1.12 0.58
C -0.10 -2.06 0.07
C -1.02 0.84 -0.57
H 0.08 0.19 0.11
H 0.35 -0.01 0.10
H -0.01 0.16 0.08
H 0.16 -0.25 -0.19
H 0.30 -0.44 0.54
C -0.87 0.50 1.10
S 0.15 -1.08 -1.11
O -0.36 0.80 -0.17
C 0.74 0.37 0.59
H -0.14 0.35 -0.25
H -0.17 -0.17 0.11
H -0.02 -0.75 -0.06
H 0.60 -0.09 -0.28
H 0.18 0.02 0.12
H -0.13 0.05 -0.01
C 0.73 0.50 0.34
S -1.92 -1.29 -1.40
O 1.36 1.50 -0.16
C -0.21 0.29 -0.06
H 0.09 -0.92 0.26
H 0.27 0.13 0.45
H -0.06 -0.05 -0.22
H 0.33 0.09 0.51
H -0.66 -0.45 0.32
H 0.05 0.21 -0.03
C 1.10 -1.26 -0.74
S 0.20 1.99 1.71
O 0.01 -1.05 -2.83
C -1.08 -0.10 1.00
H 0.26 -0.33 0.47
H -0.28 0.34 0.45
H 0.15 0.06 -0.14
H -0.13 0.39 0.24
H -0.35 0.28 0.09
H 0.12 -0.30 -0.27
C -0.37 0.09 0.16
S 1.89 -3.09 1.85
O -0.81 3.88 -0.62
C -1.09 -0.02 0.25
H -0.45 -0.67 0.36
H -0.09 0.09 -0.39
H -0.44 0.00 -0.13
H -0.08 0.39 -0.89
H 0.65 -0.34 -0.45
H 0.80 -0.37 -0.15
C -0.15 0.89 -0.60
S -2.41 -0.03 1.40
O 1.41 0.90 -0.14
C 0.60 0.26 -1.17
H -0.04 -0.24 0.29
H -0.03 0.08 0.14
H 0.39 -0.28 0.25
H 0.11 -0.26 -0.25
H -0.64 -0.70 -0.29
H 0.77 -0.63 0.39
C -0.62 0.02 1.13
O -3.78 0.57 0.67
C 2.83 2.47 -1.20
O 0.73 -0.41 -0.09
O -1.54 -2.03 1.17
C 1.75 -0.83 -0.60
H 1.22 -0.30 0.10
H -0.09 0.24 0.07
H -0.04 -0.06 -1.28
H 0.10 0.07 0.13
H -0.73 0.10 0.18
H 0.17 0.17 -0.28
C 0.45 0.77 0.62
O 0.26 0.03 -1.94
C -0.48 0.78 -1.26
O -0.48 -0.73 1.98
O 0.80 -0.93 2.00
C -2.19 0.22 -0.91
H 0.19 0.21 -0.63
H 0.16 -0.02 0.03
H -0.17 -0.34 0.29
H 0.97 -0.14 -0.22
H 0.03 0.43 -0.18
H 0.48 -0.26 0.23
C 1.04 0.24 0.33
O 0.87 0.03 1.63
C -1.27 -0.25 -0.05
O -0.72 -2.57 -1.62
O 0.72 2.36 0.04
C -1.57 -0.59 -1.48
H 0.30 -0.04 0.14
H -0.10 0.20 -0.60
H -0.21 -0.62 0.46
H 1.02 0.41 0.50
H -0.45 0.48 0.39
H 0.39 0.36 0.28